No. 1
{
  "formula": "C2HNO",
  "method": "the ωB97M-V functional and the def2-TZVPD basis",
  "e_homo_ev": -10.069,
  "homo_lumo_gap_ev": 8.734,
  "e_lumo_ev": -1.33,
  "largest_force_ev_per_a": 3.9,
  "elements": ["O", "C", "C", "N", "H"],
  "positions_angstrom": [[-0.515, -0.431, -0.461], [-0.649, 0.262, 0.690], [0.815, -0.291, -0.318], [1.966, -0.275, -0.565], [-1.617, 0.736, 0.655]]
}

=====

No. 2
{
  "formula": "C2HNO2",
  "method": "the ωB97M-V functional and the def2-TZVPD basis",
  "e_homo_ev": -12.221,
  "smiles": "N#CC(=O)O",
  "homo_lumo_gap_ev": 11.896,
  "e_lumo_ev": -0.32,
  "largest_force_ev_per_a": 3.0,
  "elements": ["N", "C", "C", "O", "O", "H"],
  "positions_angstrom": [[-1.173, 1.064, 1.367], [-0.500, 0.583, 0.575], [0.147, -0.228, -0.428], [-0.091, -0.258, -1.593], [1.201, -0.878, 0.151], [1.446, -0.494, 1.088]]
}

=====

No. 3
{
  "formula": "C2HNO2",
  "method": "the ωB97M-V functional and the def2-TZVPD basis",
  "e_homo_ev": -11.418,
  "homo_lumo_gap_ev": 11.392,
  "e_lumo_ev": -0.03,
  "largest_force_ev_per_a": 2.9,
  "elements": ["C", "C", "N", "O", "O", "H"],
  "positions_angstrom": [[-0.560, -0.895, 0.005], [1.510, 1.545, -0.110], [0.387, -1.522, -0.114], [2.494, 1.028, -0.170], [-1.418, 0.057, 0.164], [-2.412, -0.213, 0.224]]
}

=====

No. 4
{
  "formula": "C2HNO2",
  "method": "the ωB97M-V functional and the def2-TZVPD basis",
  "e_homo_ev": [-9.772, -9.771],
  "homo_lumo_gap_ev": [8.807, 8.806],
  "e_lumo_ev": [-0.96, -0.96],
  "largest_force_ev_per_a": 3.7,
  "elements": ["C", "C", "N", "O", "O", "H"],
  "positions_angstrom": [[-0.682, 1.044, 0.814], [0.546, -0.175, -0.627], [0.607, -1.328, -0.383], [0.983, -2.438, -0.327], [-0.064, 0.955, -0.415], [-1.390, 1.943, 0.937]]
}

=====

No. 5
{
  "formula": "C2HNO2",
  "method": "the ωB97M-V functional and the def2-TZVPD basis",
  "e_homo_ev": -10.811,
  "smiles": "O=C=NC=O",
  "homo_lumo_gap_ev": 11.231,
  "e_lumo_ev": 0.42,
  "largest_force_ev_per_a": 4.4,
  "elements": ["O", "C", "N", "C", "O", "H"],
  "positions_angstrom": [[-0.837, 2.064, 0.499], [-0.234, 1.150, 0.180], [0.649, 0.456, -0.268], [0.341, -0.845, -0.145], [-0.533, -1.128, 0.648], [0.613, -1.697, -0.914]]
}

=====

No. 6
{
  "formula": "C2HNO2S",
  "method": "the ωB97M-V functional and the def2-TZVPD basis",
  "e_homo_ev": [-8.092, -8.520],
  "homo_lumo_gap_ev": [6.782, 7.457],
  "e_lumo_ev": [-1.31, -1.06],
  "largest_force_ev_per_a": 3.5,
  "elements": ["C", "C", "N", "O", "O", "S", "H"],
  "positions_angstrom": [[-1.235, -0.500, 0.301], [-0.293, -0.398, -0.882], [-2.043, -0.603, 1.199], [-3.738, -0.924, 3.052], [0.832, -0.870, -0.908], [-3.568, -0.449, 1.734], [-0.758, 0.204, -1.694]]
}

=====

No. 7
{
  "formula": "C2HNO5",
  "method": "the ωB97M-V functional and the def2-TZVPD basis",
  "e_homo_ev": -9.878,
  "homo_lumo_gap_ev": 8.820,
  "e_lumo_ev": -1.06,
  "largest_force_ev_per_a": 4.5,
  "elements": ["C", "C", "N", "O", "O", "O", "O", "O", "H"],
  "positions_angstrom": [[-0.244, -0.588, -0.513], [1.163, -0.482, -0.181], [-2.001, 1.125, 0.366], [-1.101, -1.255, -0.898], [-2.476, 2.203, 0.531], [1.549, -0.923, 1.071], [1.938, -1.630, -0.040], [-0.644, 1.118, 0.217], [1.814, 0.433, -0.554]]
}

=====

No. 8
{
  "formula": "C2HNOS",
  "method": "the ωB97M-V functional and the def2-TZVPD basis",
  "e_homo_ev": -9.635,
  "smiles": "N#CC(O)=S",
  "homo_lumo_gap_ev": 7.820,
  "e_lumo_ev": -1.81,
  "largest_force_ev_per_a": 5.7,
  "elements": ["N", "C", "C", "O", "S", "H"],
  "positions_angstrom": [[0.015, 2.457, -0.215], [0.301, 1.292, -0.107], [0.374, -0.143, 0.044], [1.435, -0.842, 0.559], [-1.107, -1.079, -0.218], [2.090, -0.083, 0.888]]
}

=====

No. 9
{
  "formula": "C2HNOS",
  "method": "the ωB97M-V functional and the def2-TZVPD basis",
  "e_homo_ev": -9.820,
  "homo_lumo_gap_ev": 8.010,
  "e_lumo_ev": -1.81,
  "largest_force_ev_per_a": 6.1,
  "elements": ["C", "C", "H", "N", "O", "S"],
  "positions_angstrom": [[-0.414, -0.380, 0.191], [-0.422, 0.611, -0.774], [1.885, -0.087, 0.167], [-0.582, 1.482, -1.485], [0.921, -0.820, 0.420], [-1.389, -0.806, 1.483]]
}

=====

No. 10
{
  "formula": "C2HNOS2",
  "method": "the ωB97M-V functional and the def2-TZVPD basis",
  "e_homo_ev": -8.366,
  "smiles": "C#[N+][S-].O=C=S",
  "homo_lumo_gap_ev": 8.644,
  "e_lumo_ev": 0.28,
  "largest_force_ev_per_a": 5.5,
  "elements": ["C", "N", "S", "H", "O", "C", "S"],
  "positions_angstrom": [[1.211, 2.537, -0.725], [1.320, 1.390, -0.418], [1.280, -0.024, 0.178], [0.795, 3.351, -1.236], [4.131, 0.474, 1.408], [4.156, -0.108, 0.402], [3.988, -0.990, -0.852]]
}

=====

No. 11
{
  "formula": "C2HO3P",
  "method": "the ωB97M-V functional and the def2-TZVPD basis",
  "e_homo_ev": [-8.440, -9.915],
  "homo_lumo_gap_ev": [8.094, 6.540],
  "spin_multiplicity": 3,
  "e_lumo_ev": [-0.35, -3.37],
  "largest_force_ev_per_a": 3.5,
  "elements": ["C", "C", "O", "O", "O", "P", "H"],
  "positions_angstrom": [[-1.443, -0.147, 0.134], [-0.312, -0.612, 0.243], [3.518, 0.674, -0.436], [-2.704, 0.124, -0.052], [1.387, 0.036, 0.095], [2.633, -0.404, -0.839], [-3.079, 0.330, 0.854]]
}

=====

No. 12
{
  "formula": "C2HO3Sc",
  "method": "the ωB97M-V functional and the def2-TZVPD basis",
  "e_homo_ev": [-19.189, -18.945],
  "homo_lumo_gap_ev": [6.551, 6.066],
  "total_charge": 2,
  "e_lumo_ev": [-12.64, -12.88],
  "largest_force_ev_per_a": 6.1,
  "elements": ["O", "C", "O", "C", "O", "Sc", "H"],
  "positions_angstrom": [[-0.151, -0.757, 0.120], [-1.370, -0.159, 0.030], [-1.631, 0.940, 0.417], [1.059, -0.184, -0.230], [1.126, 0.989, -0.577], [3.070, 0.065, 0.583], [-2.103, -0.895, -0.344]]
}

=====

No. 13
{
  "formula": "C2HO3Yb",
  "method": "the ωB97M-V functional and the def2-TZVPD basis",
  "e_homo_ev": [-20.483, -20.245],
  "homo_lumo_gap_ev": [8.687, 5.264],
  "spin_multiplicity": 2,
  "total_charge": 2,
  "e_lumo_ev": [-11.80, -14.98],
  "largest_force_ev_per_a": 7.8,
  "elements": ["C", "O", "C", "O", "O", "Yb", "H"],
  "positions_angstrom": [[1.163, -0.221, 1.288], [1.650, -0.193, 2.309], [-0.842, 0.628, -0.850], [-1.243, 0.072, 0.232], [-0.356, 0.085, -1.872], [-0.219, -1.932, -0.787], [-0.152, 1.562, -0.320]]
}

=====

No. 14
{
  "formula": "C2HO4Rb",
  "method": "the ωB97M-V functional and the def2-TZVPD basis",
  "e_homo_ev": -7.611,
  "homo_lumo_gap_ev": 6.665,
  "e_lumo_ev": -0.95,
  "largest_force_ev_per_a": 5.1,
  "elements": ["O", "C", "O", "O", "C", "O", "Rb", "H"],
  "positions_angstrom": [[-0.250, 0.973, -0.394], [-2.714, -1.431, 0.189], [-3.244, -2.192, 0.851], [0.829, -0.394, 1.062], [0.795, 0.273, -0.089], [1.875, 0.455, -0.699], [1.120, 3.301, -1.990], [1.590, -0.986, 1.070]]
}

=====

No. 15
{
  "formula": "C2HO4S",
  "method": "the ωB97M-V functional and the def2-TZVPD basis",
  "e_homo_ev": -3.549,
  "homo_lumo_gap_ev": 7.502,
  "total_charge": -1,
  "e_lumo_ev": 3.95,
  "largest_force_ev_per_a": 2.0,
  "elements": ["C", "C", "O", "O", "O", "O", "S", "H"],
  "positions_angstrom": [[-0.885, -0.277, 0.106], [-1.240, 0.977, -0.101], [-1.945, 1.931, -0.038], [1.410, 0.788, -0.549], [2.105, -1.122, 0.698], [-0.356, -1.188, -0.681], [1.590, -0.662, -0.581], [-0.680, -0.448, 1.146]]
}

=====

No. 16
{
  "formula": "C2Li2O4",
  "method": "the ωB97M-V functional and the def2-TZVPD basis",
  "e_homo_ev": [-2.577, -3.183],
  "homo_lumo_gap_ev": [5.010, 5.511],
  "spin_multiplicity": 2,
  "total_charge": -1,
  "e_lumo_ev": [2.43, 2.33],
  "largest_force_ev_per_a": 8.1,
  "elements": ["O", "C", "O", "O", "Li", "Li", "C", "O"],
  "positions_angstrom": [[-0.747, -1.054, 0.262], [-0.568, -1.508, -0.877], [0.607, -1.587, -1.419], [-1.607, -1.667, -1.651], [0.765, 0.183, -0.248], [-0.743, 0.856, 0.609], [0.835, 1.944, 1.446], [1.458, 2.835, 1.878]]
}

=====

No. 17
{
  "formula": "C2N2",
  "method": "the ωB97M-V functional and the def2-TZVPD basis",
  "e_homo_ev": -12.777,
  "smiles": "N#CC#N",
  "homo_lumo_gap_ev": 12.384,
  "e_lumo_ev": -0.39,
  "largest_force_ev_per_a": 3.1,
  "elements": ["N", "C", "C", "N"],
  "positions_angstrom": [[1.863, -0.022, -0.001], [0.701, 0.015, 0.003], [-0.695, 0.034, -0.002], [-1.868, -0.028, 0.000]]
}

=====

No. 18
{
  "formula": "C2N2S",
  "method": "the ωB97M-V functional and the def2-TZVPD basis",
  "e_homo_ev": [-10.945, -10.958],
  "homo_lumo_gap_ev": [5.845, 5.864],
  "e_lumo_ev": [-5.10, -5.09],
  "largest_force_ev_per_a": 5.4,
  "elements": ["C", "C", "N", "N", "S"],
  "positions_angstrom": [[-0.557, -0.964, 0.965], [1.408, 1.415, -1.732], [-0.036, -1.951, 1.258], [0.544, 1.092, -1.042], [-1.359, 0.408, 0.551]]
}

=====

No. 19
{
  "formula": "C2N2S",
  "method": "the ωB97M-V functional and the def2-TZVPD basis",
  "e_homo_ev": [-9.050, -9.050],
  "homo_lumo_gap_ev": [8.385, 8.385],
  "e_lumo_ev": [-0.67, -0.66],
  "largest_force_ev_per_a": 4.0,
  "elements": ["C", "C", "N", "N", "S"],
  "positions_angstrom": [[-0.124, -0.321, -0.054], [1.128, -0.080, 0.089], [-1.318, -0.052, -0.012], [-2.348, 0.384, -0.002], [2.662, 0.068, -0.021]]
}

=====

No. 20
{
  "formula": "C2N5",
  "method": "the ωB97M-V functional and the def2-TZVPD basis",
  "e_homo_ev": [-0.712, -5.351],
  "homo_lumo_gap_ev": [5.583, 7.491],
  "spin_multiplicity": 3,
  "total_charge": -1,
  "e_lumo_ev": [4.87, 2.14],
  "largest_force_ev_per_a": 9.9,
  "elements": ["C", "C", "N", "N", "N", "N", "N"],
  "positions_angstrom": [[-0.032, 0.302, 1.076], [0.359, -1.014, 0.835], [0.159, 1.270, 1.717], [-0.966, 0.306, -0.501], [0.650, -2.079, 0.603], [0.098, 0.820, -2.494], [-0.327, 0.537, -1.493]]
}